{
  "formula": "C4H9NO",
  "method": "wB97M-V/def2-TZVPD",
  "e_tot_ev": -7829.585,
  "molar_mass_g_mol": 87.122,
  "max_force_ev_per_a": 3.04,
  "e_homo_ev": -8.86,
  "smiles": "CN(C)CC=O",
  "orbital_gap_ev": 9.86,
  "symbols": ["C", "N", "C", "C", "C", "O", "H", "H", "H", "H", "H", "H", "H", "H", "H"],
  "coordinates": [[-1.2967, -0.8738, 0.2889], [-0.3399, 0.2162, 0.2710], [-0.9558, 1.4461, -0.2218], [0.9500, -0.1097, -0.3392], [2.0577, -0.5908, 0.5422], [2.8634, -1.2848, -0.0517], [-1.6336, -1.1412, -0.7264], [-2.1809, -0.6029, 0.8825], [-0.8410, -1.7550, 0.7471], [-1.8645, 1.6798, 0.3528], [-0.2726, 2.2934, -0.1016], [-1.2469, 1.3786, -1.2839], [1.2927, 0.7262, -0.9505], [1.3236, -0.9652, -1.0352], [2.1444, -0.4166, 1.6258]],
  "forces_ev_per_a": [[0.0, -0.2, 0.0], [0.3, -0.3, -0.3], [0.1, 0.0, -0.1], [0.5, -0.3, -0.6], [0.9, -0.4, -0.2], [0.6, 0.2, 1.3], [0.0, -0.1, 0.1], [0.3, 0.0, -0.1], [-0.1, 0.0, -0.1], [0.3, -0.2, -0.1], [0.0, -0.2, 0.0], [0.0, 0.0, 0.1], [0.2, 0.4, 0.4], [-2.9, 0.8, -0.3], [-0.1, 0.2, 0.0]],
  "nbo_charge": [-0.41, -0.44, -0.41, -0.38, 0.42, -0.54, 0.17, 0.20, 0.20, 0.20, 0.20, 0.17, 0.23, 0.25, 0.14]
}